Entry 1:
C38H26Br2F5N5O2SSeSiTi as an isolated structure, computed with the ωB97M-V functional and the def2-TZVPD basis.

Each line ends with the Mulliken spin population.
Geometry (Å):
Ti (-0.16174, 0.49390, 0.39355)  0.910
C (1.65949, -2.80254, 1.21431)  0.009
C (0.19294, -2.94752, 0.93109)  0.026
C (-0.35989, -4.22797, 0.77855)  -0.005
C (-1.70713, -4.39527, 0.59271)  0.007
C (-2.52913, -3.25543, 0.51694)  -0.006
C (-3.92727, -3.25366, 0.33803)  0.000
Br (-4.87407, -4.90559, 0.26735)  0.000
C (-4.64691, -2.09230, 0.21961)  -0.002
C (-3.98107, -0.86602, 0.24841)  -0.001
Br (-4.95392, 0.75155, 0.09309)  0.000
C (-2.60429, -0.78902, 0.39741)  0.005
O (-1.92924, 0.32477, 0.34166)  0.032
C (-1.87939, -2.00025, 0.60424)  0.012
N (-0.54793, -1.85088, 0.85692)  -0.020
H (2.22831, -3.54073, 0.64791)  0.000
H (1.85789, -2.96394, 2.27632)  0.002
H (2.01183, -1.80964, 0.94635)  0.002
H (0.28903, -5.09157, 0.83605)  0.000
H (-2.13936, -5.38062, 0.49347)  0.001
H (-5.71779, -2.11615, 0.08133)  0.000
C (-2.38536, 0.43920, 5.27677)  -0.001
N (-1.03903, 0.02367, 4.97324)  -0.001
C (-0.22509, -0.78347, 5.73621)  0.000
C (0.93237, -0.93559, 5.07747)  0.001
N (0.84985, -0.21158, 3.88946)  0.014
C (-0.39104, 0.38340, 3.82806)  0.010
S (-1.08944, 1.38246, 2.69481)  0.002
C (1.92616, 0.00962, 3.01100)  0.001
C (3.20999, -0.35186, 3.41285)  -0.002
C (4.26647, -0.08576, 2.57275)  0.002
C (4.02458, 0.61924, 1.40497)  -0.006
C (2.72767, 0.97094, 1.10730)  0.047
N (1.66832, 0.59992, 1.84818)  0.004
H (-2.63730, 0.12186, 6.28602)  0.000
H (-3.08324, 0.00416, 4.55880)  0.000
H (-2.45854, 1.52226, 5.18884)  0.001
H (-0.54524, -1.17875, 6.68274)  0.000
H (1.79625, -1.50439, 5.35654)  0.000
H (3.38840, -0.76930, 4.38997)  0.000
H (5.27305, -0.36636, 2.85012)  0.000
H (4.82780, 0.89158, 0.73691)  0.000
H (2.51179, 1.58194, 0.24418)  -0.001
Se (1.48119, 3.95673, 1.99285)  0.006
C (2.50936, 3.29852, 3.29310)  0.000
N (3.16571, 2.83346, 4.13662)  0.003
F (2.12715, -3.35654, -4.98418)  0.000
C (1.89784, -2.58447, -3.91227)  0.000
C (0.60195, -2.24240, -3.55889)  0.000
F (-0.43045, -2.66872, -4.29174)  0.000
C (0.39873, -1.45394, -2.45017)  0.013
F (-0.84000, -1.10582, -2.05953)  0.011
C (1.44354, -0.96303, -1.64775)  -0.007
O (1.19612, -0.21536, -0.61725)  -0.080
C (2.73736, -1.34577, -2.03371)  -0.004
F (3.77614, -0.93924, -1.29452)  0.000
C (2.95996, -2.13038, -3.14713)  0.000
F (4.20577, -2.47146, -3.49172)  0.000
C (3.03868, 1.99389, -4.18607)  -0.002
C (3.21219, 2.72863, -3.01985)  0.002
C (2.14560, 2.92138, -2.15424)  0.002
C (0.87847, 2.39332, -2.42283)  0.001
C (0.72508, 1.67027, -3.60784)  -0.011
C (1.78876, 1.46658, -4.47739)  0.001
Si (-0.48849, 2.55310, -1.08066)  0.018
C (-2.16081, 2.71331, -2.00822)  0.004
C (-2.87339, 3.91366, -2.00040)  -0.007
C (-4.09981, 4.03871, -2.63879)  0.000
C (-4.64415, 2.95686, -3.31606)  -0.001
C (-3.95915, 1.75133, -3.33405)  0.002
C (-2.74012, 1.63471, -2.68159)  -0.005
H (3.86808, 1.84253, -4.86631)  0.000
H (4.18233, 3.15096, -2.78458)  0.000
H (2.28876, 3.51155, -1.25310)  -0.002
H (-0.25254, 1.27897, -3.87161)  -0.001
H (1.64528, 0.89688, -5.38903)  0.000
H (-0.29590, 3.96238, -0.61350)  0.012
H (-2.46109, 4.76750, -1.47499)  0.000
H (-4.63473, 4.98077, -2.60474)  0.000
H (-5.60069, 3.04781, -3.81673)  0.000
H (-4.38253, 0.89479, -3.84629)  0.000
H (-2.23898, 0.67426, -2.68732)  0.000

Calculated values
LUMO level (spin up / spin down), eV: 1.5610 / 1.5557
HOMO-LUMO gap (spin up / spin down), eV: 5.4 / 5.4
Charge: -1
ΔE to the lowest compared entry with this formula, charge and spin, kcal/mol: 17.5
HOMO (spin up / spin down), eV: -3.87 / -3.89
F_max, eV/A: 3.62
2S+1: 2

***

Entry 2:
C38H26BrN2O8PTm as an isolated structure, computed with the ωB97M-V functional and the def2-TZVPD basis.

Each line ends with the Mulliken spin population.
Geometry (Å):
Tm (1.12076, -1.23417, 0.47680)  2.031
O (4.03694, -4.58148, 0.32691)  0.000
C (3.05894, -3.83173, 0.54309)  0.000
O (3.05403, -2.58998, 0.58046)  -0.002
C (1.69185, -4.41784, 0.90231)  0.000
C (1.49288, -5.76238, 0.93756)  0.000
C (0.18012, -6.21759, 1.26950)  0.000
C (-0.82469, -5.31641, 1.26723)  0.000
C (-0.53646, -3.94191, 1.10398)  0.001
N (0.73247, -3.56442, 1.01411)  -0.006
C (-1.57463, -2.86037, 0.94526)  -0.002
O (-2.71935, -3.22204, 0.67500)  0.000
O (-1.09436, -1.67407, 0.90761)  0.002
H (2.36780, -6.39475, 0.84428)  0.000
H (-0.03718, -7.25029, 1.45534)  0.000
H (-1.90374, -5.62853, 1.45516)  0.000
O (0.47286, 0.69304, -0.54517)  -0.014
C (1.68213, 1.03907, -0.76636)  0.003
O (2.61586, 0.23732, -0.62305)  -0.002
C (1.89280, 2.44902, -1.26896)  -0.001
C (3.20503, 2.90513, -1.19245)  0.001
C (3.58442, 4.15556, -1.68476)  0.000
C (2.57647, 4.96851, -2.15422)  0.000
C (1.22079, 4.55683, -2.10239)  0.000
C (0.85027, 3.31432, -1.68141)  -0.001
P (-0.91309, 2.65150, -1.80712)  0.000
C (-1.41683, 2.63346, -0.05924)  0.000
C (-0.79559, 3.42399, 0.89742)  0.000
C (-1.16715, 3.31283, 2.23585)  0.000
C (-2.01709, 2.32448, 2.63181)  0.000
C (-2.66704, 1.50906, 1.64130)  0.000
C (-2.33206, 1.65309, 0.33615)  0.000
C (-1.79032, 4.15818, -2.53136)  0.000
C (-1.52016, 4.40560, -3.87761)  0.000
C (-2.27871, 5.34480, -4.62707)  0.000
C (-3.34617, 5.99732, -3.94690)  0.000
C (-3.51179, 5.78298, -2.53517)  0.000
C (-2.78108, 4.83257, -1.86154)  0.000
H (3.91079, 2.14889, -0.92317)  0.000
H (4.64715, 4.44348, -1.77201)  0.000
H (2.88005, 5.85384, -2.62222)  0.000
H (0.46938, 5.25369, -2.68603)  0.000
H (-0.10272, 4.17007, 0.57045)  0.000
H (-0.81061, 4.01451, 2.96176)  0.000
H (-2.32666, 2.10729, 3.63116)  0.000
H (-3.33328, 0.72452, 1.99505)  0.000
H (-2.73170, 0.98702, -0.47256)  0.000
H (-0.83404, 3.76604, -4.40815)  0.000
H (-2.15975, 5.43988, -5.67910)  0.000
H (-4.06835, 6.62936, -4.45687)  0.000
H (-4.25949, 6.33401, -1.99062)  0.000
H (-2.94666, 4.71519, -0.80817)  0.000
C (-0.24171, -3.20539, -4.30403)  0.000
C (0.96383, -3.39610, -3.70455)  0.000
C (1.21950, -2.84377, -2.42434)  -0.001
N (0.33003, -2.07263, -1.75333)  -0.003
C (-0.80560, -1.75246, -2.49759)  -0.001
C (-1.13562, -2.32024, -3.72455)  0.000
H (-0.37783, -3.55270, -5.29246)  0.000
H (1.73573, -4.13055, -4.06680)  0.000
H (2.11322, -3.09142, -1.90141)  0.000
H (-1.52651, -1.07726, -2.01755)  0.000
H (-2.06390, -1.99284, -4.25114)  0.000
Br (-0.32962, -5.37986, 6.28993)  0.000
C (0.24030, -3.77712, 5.35054)  0.000
C (-0.66267, -3.03273, 4.63837)  0.000
C (-0.20352, -1.91421, 3.97583)  0.000
C (1.13951, -1.50910, 4.04335)  -0.001
C (2.04759, -2.25855, 4.79577)  0.000
C (1.56824, -3.44232, 5.43571)  0.000
C (1.39044, -0.11508, 3.45043)  0.000
O (1.80548, 0.72630, 4.22676)  0.000
O (1.10761, 0.01884, 2.21879)  -0.003
H (-1.71497, -3.25742, 4.58207)  0.000
H (-0.92739, -1.23909, 3.50114)  0.000
H (3.11756, -1.85186, 4.87598)  0.000
H (2.26727, -3.98092, 6.03121)  0.000

Calculated values
LUMO level, eV: 2.1672
HOMO-LUMO gap, eV: 8.2
Charge: -1
ΔE to the lowest compared entry with this formula, charge and spin, kcal/mol: 12.9
HOMO, eV: -6.01
F_max, eV/A: 3.64
2S+1: 3